1.
{
  "formula": "CH6S3",
  "method": "ωB97M-V with the def2-TZVPD basis set",
  "elements": ["C", "S", "S", "H", "H", "H", "H", "S", "H", "H"],
  "positions_angstrom": [[0.518231, 2.086059, 1.414960], [0.012037, 0.442976, 0.921511], [-1.657850, 0.685348, -0.187385], [0.321178, 2.764944, 0.588529], [1.590060, 2.166305, 1.604216], [0.022076, 2.372483, 2.340924], [-1.195703, 0.949117, -1.386383], [1.165005, -2.132504, -1.254326], [1.979827, -2.645289, -0.294419], [1.969993, -2.428848, -2.298903]],
  "forces_ev_per_a": [[0.01, 0.72, 0.15], [0.65, -0.69, 0.00], [-0.97, 0.06, 0.87], [-0.22, 0.17, 0.20], [0.05, -0.54, -0.10], [-0.20, 0.24, -0.21], [0.65, 0.11, -0.80], [0.26, -0.16, 0.03], [-0.18, 0.18, -0.55], [-0.06, -0.08, 0.41]],
  "smiles": "CSS.S",
  "homo_ha": -0.3259,
  "de_lowest_kcal_mol": 4.5
}



2.
{
  "formula": "CH7ClSi2",
  "method": "ωB97M-V with the def2-TZVPD basis set",
  "elements": ["C", "Si", "Si", "Cl", "H", "H", "H", "H", "H", "H", "H"],
  "positions_angstrom": [[0.279040, 0.144778, -1.738927], [0.361105, 0.633777, 0.103412], [-0.683042, -0.685314, 1.606687], [-0.274571, 2.566035, 0.221620], [0.601878, -0.967124, -1.832771], [-0.589617, 0.454322, -2.375068], [1.171212, 0.801542, -2.093238], [1.974873, 0.535090, 0.151978], [-1.726469, -0.215133, 2.703275], [0.336216, -1.532466, 2.400933], [-1.450626, -1.735507, 0.852099]],
  "forces_ev_per_a": [[1.35, 0.08, -0.37], [2.37, -0.05, -1.90], [-1.19, -1.84, 2.31], [-0.08, 0.54, 0.20], [-0.71, 1.88, -0.13], [0.59, -0.68, 0.78], [-1.37, -1.24, 0.29], [-1.79, 0.23, 0.62], [1.13, 0.02, -1.21], [-0.47, 0.71, -0.55], [0.19, 0.35, -0.03]],
  "smiles": "C[Si@H]([SiH3])Cl",
  "homo_ha": -0.3844,
  "de_lowest_kcal_mol": 2.4
}



3.
{
  "formula": "CH7F2N3P2",
  "method": "ωB97M-V with the def2-TZVPD basis set",
  "elements": ["C", "N", "N", "N", "F", "F", "P", "P", "H", "H", "H", "H", "H", "H", "H"],
  "positions_angstrom": [[-1.349118, 1.387670, 0.319273], [2.111913, 1.269344, 0.145222], [0.861832, -1.784275, 0.461024], [-0.855742, 0.063837, 0.132840], [4.152800, -0.340420, 0.626550], [0.402145, -1.253278, -1.897776], [3.452777, 0.775047, -0.458884], [0.628463, -0.379469, -0.410015], [-1.640117, 1.447505, 1.380223], [-0.333180, 2.002373, 0.130291], [-2.220786, 1.613963, -0.259883], [1.888273, -1.992069, 0.268030], [0.639948, -1.622280, 1.433532], [-1.450098, -0.696688, 0.295556], [4.030966, 1.932840, 0.061109]],
  "forces_ev_per_a": [[2.88, 1.27, 1.06], [-4.23, -0.89, 0.41], [1.93, 0.22, -0.87], [1.48, -0.56, -0.92], [-0.44, 0.74, -0.65], [0.54, 1.87, 2.02], [3.08, -2.00, -0.84], [-0.50, 0.01, -1.41], [0.20, 0.54, -0.29], [-2.92, -0.46, 0.39], [-0.10, 0.40, -0.78], [-1.64, -0.33, 1.02], [0.55, -0.14, 0.26], [-1.14, -1.18, 0.28], [0.31, 0.51, 0.31]],
  "homo_ha": [-0.3153, -0.3152],
  "de_lowest_kcal_mol": 77.7
}



4.
{
  "formula": "CH7FN2O2PS",
  "method": "ωB97M-V with the def2-TZVPD basis set",
  "elements": ["O", "C", "N", "P", "S", "O", "F", "H", "H", "H", "N", "H", "H", "H", "H"],
  "positions_angstrom": [[-0.089131, -0.262089, 0.634699], [0.844973, -0.247198, -0.117653], [0.992188, 0.506212, -1.273790], [1.618710, 2.106935, -1.074835], [0.829050, 3.192428, 0.306665], [1.924370, -1.091053, 0.141834], [3.013137, -0.186037, 0.315748], [0.146372, 0.494835, -1.824217], [1.419748, 2.615058, -2.359141], [2.981807, 1.888449, -0.905468], [-2.758940, -1.817667, 1.242570], [-3.260563, -1.175205, 1.859568], [-2.547865, -2.680509, 1.747673], [-3.337838, -2.030882, 0.428792], [-1.880390, -1.375540, 0.938776]],
  "forces_ev_per_a": [[-0.45, -0.85, -0.60], [0.12, 0.17, 0.25], [0.36, 0.02, -0.09], [-0.33, 1.05, 0.74], [0.12, -0.36, -0.21], [0.17, 0.32, 0.73], [-0.22, -0.36, -0.36], [-0.32, 0.25, 0.07], [0.18, -0.34, -0.26], [0.09, -0.13, -0.35], [0.08, 0.04, -0.02], [0.02, 0.02, 0.01], [0.01, 0.00, 0.02], [-0.02, -0.01, 0.01], [0.23, 0.18, 0.05]],
  "charge": 1,
  "homo_ha": -0.4356
}



5.
{
  "formula": "CH7IN3",
  "method": "ωB97M-V with the def2-TZVPD basis set",
  "elements": ["C", "N", "N", "N", "I", "H", "H", "H", "H", "H", "H", "H"],
  "positions_angstrom": [[1.690768, 0.144709, -1.523466], [-0.413686, 1.126988, -1.651634], [0.555088, 0.405955, -0.983870], [-0.318624, -0.579888, 1.336433], [2.312177, 0.836118, -3.469600], [2.481144, -0.333536, -0.953719], [-0.237107, 1.624263, -2.509200], [-1.188356, 1.322835, -1.180525], [-0.073418, -0.181453, 0.230395], [-0.199102, 0.272306, 1.864527], [-1.227787, -0.973326, 1.599740], [0.324353, -1.290465, 1.635288]],
  "forces_ev_per_a": [[-0.26, 0.94, -0.52], [4.19, -1.74, -1.74], [-0.47, 0.62, -1.35], [-0.79, 0.40, -0.73], [-0.46, -0.43, 1.22], [-0.35, -0.18, -0.05], [0.46, -0.12, -0.01], [-3.64, 0.90, 2.45], [0.30, -0.71, 0.60], [0.24, 0.12, 0.66], [-0.09, 0.35, -0.62], [0.87, -0.14, 0.09]],
  "charge": 1,
  "homo_ha": -0.4779,
  "de_lowest_kcal_mol": 58.8
}



6.
{
  "formula": "CH7N2O",
  "method": "ωB97M-V with the def2-TZVPD basis set",
  "elements": ["N", "H", "H", "H", "N", "C", "O", "H", "H", "H", "H"],
  "positions_angstrom": [[-2.386932, -0.414448, 0.346533], [-1.399121, -0.699011, 0.153160], [-2.544913, 0.545775, 0.068790], [-2.973415, -0.906952, -0.337654], [1.545754, 1.137095, 0.480338], [0.912157, 0.155406, -0.599808], [0.290697, -0.946245, -0.227670], [2.205910, 0.612994, 1.061849], [0.837145, 1.236853, 1.216477], [1.682831, 0.000590, -1.388234], [0.265456, 0.910202, -1.161586]],
  "forces_ev_per_a": [[-1.00, -0.46, -0.38], [0.15, 0.40, -0.08], [0.48, 0.27, 0.12], [0.32, -0.12, 0.37], [-0.35, -1.11, 0.16], [-0.40, 1.34, -0.55], [0.35, 0.09, 0.55], [0.34, -0.30, -0.61], [-0.41, 0.19, -0.62], [0.67, -0.07, 0.53], [-0.14, -0.22, 0.53]],
  "charge": -1,
  "homo_ha": -0.1045,
  "de_lowest_kcal_mol": 5.8
}



7.
{
  "formula": "CH7N2O",
  "method": "ωB97M-V with the def2-TZVPD basis set",
  "elements": ["O", "H", "N", "C", "N", "H", "H", "H", "H", "H", "H"],
  "positions_angstrom": [[-2.569606, 1.006074, 0.924360], [-2.517860, 1.447850, 0.167169], [-0.284262, 0.001845, -0.082076], [1.170597, 0.143586, -0.197819], [2.000639, -1.263293, -0.577459], [-0.798699, 0.101799, -0.911580], [-1.794888, 0.404736, 0.847292], [1.406585, 0.820938, -1.058582], [1.709793, 0.570692, 0.670036], [1.816256, -1.896421, 0.214710], [1.697437, -1.529566, -1.520259]],
  "forces_ev_per_a": [[-1.23, -2.77, 5.03], [0.36, 3.01, -4.83], [2.77, -0.26, 2.73], [-1.72, -1.22, -2.07], [-0.08, 2.63, 0.98], [0.02, 0.18, -1.91], [0.85, -0.02, -0.04], [0.33, -0.52, 0.34], [-0.53, -0.62, -0.04], [-0.43, 0.03, -1.27], [-0.35, -0.45, 1.08]],
  "charge": -1,
  "homo_ha": -0.0768,
  "de_lowest_kcal_mol": 34.6
}



8.
{
  "formula": "CH7N2O",
  "method": "ωB97M-V with the def2-TZVPD basis set",
  "elements": ["N", "H", "H", "H", "H", "C", "N", "O", "H", "H", "H"],
  "positions_angstrom": [[-0.404160, 1.621380, 0.330061], [0.333606, 2.123269, -0.157502], [-0.516897, 2.036151, 1.250881], [-1.262214, 1.785212, -0.191335], [-0.173385, 0.376013, 0.377440], [0.540106, -1.359638, -0.933255], [0.085246, -0.938063, 0.413594], [0.278502, -0.687881, -1.867746], [1.127758, -2.286329, -0.954241], [-0.771303, -1.466139, 0.604356], [0.762741, -1.203975, 1.127749]],
  "forces_ev_per_a": [[-0.06, -0.28, -0.13], [0.09, -0.01, 0.00], [0.02, 0.02, 0.06], [-0.06, 0.01, -0.02], [-0.03, 0.59, 0.11], [0.30, 0.05, 0.34], [-0.08, -0.50, -0.31], [-0.17, 0.11, -0.17], [-0.01, -0.01, -0.04], [0.04, 0.13, 0.17], [-0.04, -0.09, 0.01]],
  "charge": 1,
  "homo_ha": -0.5752,
  "de_lowest_kcal_mol": 22.5
}



9.
{
  "formula": "CH7N2O",
  "method": "ωB97M-V with the def2-TZVPD basis set",
  "elements": ["O", "H", "H", "H", "N", "C", "N", "H", "H", "H", "H"],
  "positions_angstrom": [[1.636695, 1.086459, 1.087892], [0.561539, 0.263136, 0.129655], [1.507007, 0.952392, 2.009692], [2.560732, 1.318904, 0.981122], [0.215693, -0.639110, -0.339274], [-1.261451, -0.453370, -0.425739], [-1.624787, 0.476109, -1.158488], [0.547180, -0.646035, -1.273367], [0.439052, -1.523171, 0.185996], [-1.909041, -1.283210, 0.055142], [-2.672619, 0.447896, -1.252630]],
  "forces_ev_per_a": [[-0.10, 0.11, -0.99], [0.76, -1.10, 0.01], [-0.14, -0.02, 1.36], [0.24, 0.16, -0.15], [-1.40, 0.00, 2.12], [-1.19, -1.99, 0.04], [-1.57, -0.08, -0.09], [0.73, -0.24, -1.21], [0.19, 1.29, -0.65], [1.26, 1.43, -0.53], [1.21, 0.44, 0.10]],
  "charge": 1,
  "homo_ha": -0.5888,
  "de_lowest_kcal_mol": 38.5
}



10.
{
  "formula": "CH7N2O",
  "method": "ωB97M-V with the def2-TZVPD basis set",
  "elements": ["N", "C", "N", "H", "H", "H", "H", "H", "H", "H", "O"],
  "positions_angstrom": [[1.059147, 0.113691, 0.214424], [0.339265, 0.192923, -0.939983], [-0.013315, 1.243832, -1.600997], [1.618366, 0.952021, 0.398759], [0.381546, 0.022083, 0.989493], [0.055753, -0.782083, -1.331506], [-0.399882, 1.224422, -2.539686], [0.398680, 2.160020, -1.416563], [-1.221944, -0.860559, 2.605592], [-1.858658, -1.374109, 1.378491], [-1.032750, -1.465385, 1.870030]],
  "forces_ev_per_a": [[-0.37, 1.84, -0.28], [0.00, -1.12, 0.33], [1.26, 1.04, -0.77], [-0.20, -0.09, -0.02], [0.46, -1.27, 0.05], [-0.64, 0.18, 0.04], [-0.18, -0.61, 0.12], [-0.26, -0.19, 0.52], [0.28, -0.41, 0.21], [-0.05, -0.44, -0.17], [-0.29, 1.06, -0.03]],
  "charge": 1,
  "homo_ha": -0.5792,
  "de_lowest_kcal_mol": 31.4
}



11.
{
  "formula": "CH7N2O",
  "method": "ωB97M-V with the def2-TZVPD basis set",
  "elements": ["N", "H", "H", "H", "H", "C", "N", "O", "H", "H", "H"],
  "positions_angstrom": [[2.150268, 1.311078, -0.605009], [2.975206, 1.685501, -1.079451], [1.272906, 1.792204, -0.820273], [1.976359, 0.330294, -0.830640], [2.298942, 1.365347, 0.407750], [-1.258354, -0.268986, 0.458742], [-1.443446, -1.618864, 0.296456], [-0.186820, 0.231313, 0.125503], [-2.084464, 0.231467, 0.974202], [-2.381315, -2.035885, 0.390850], [-0.778645, -2.151634, -0.275531]],
  "forces_ev_per_a": [[-0.30, -0.29, 0.53], [-0.11, 0.08, -0.26], [0.41, 0.48, -0.21], [0.52, 0.00, -0.21], [0.12, 0.13, -0.03], [0.02, -0.52, 1.03], [-0.19, 0.12, -0.85], [-0.75, -0.36, -0.15], [0.04, 0.42, -0.24], [0.08, 0.07, 0.18], [0.16, -0.13, 0.21]],
  "multiplicity": 2,
  "charge": 2,
  "homo_ha": [-0.8483, -0.8198],
  "de_lowest_kcal_mol": 0.0
}



12.
{
  "formula": "CH7N2OP",
  "method": "ωB97M-V with the def2-TZVPD basis set",
  "elements": ["C", "N", "N", "O", "P", "H", "H", "H", "H", "H", "H", "H"],
  "positions_angstrom": [[1.377937, 0.353000, 0.245272], [-1.031811, -1.359506, -0.284163], [0.487600, 1.170578, -0.510088], [-1.943552, 0.707103, 0.619348], [-1.494337, 0.145899, -0.786897], [0.961778, 0.196772, 1.188054], [1.652796, -0.650419, -0.151528], [2.372799, 0.842202, 0.225974], [-1.265762, -2.165633, -0.769767], [-0.819198, -1.345792, 0.720665], [0.811450, 1.173579, -1.531974], [-1.109704, 0.932218, 1.035105]],
  "forces_ev_per_a": [[1.83, -0.57, -2.08], [0.54, 1.68, 1.33], [-2.77, -0.97, -3.19], [-0.73, 0.82, 1.27], [3.07, 0.72, -1.38], [-0.11, -0.08, 2.06], [-0.60, 0.12, -0.08], [-0.45, 0.05, 0.83], [-0.26, -1.69, -0.57], [-0.15, -1.01, -0.79], [-0.51, 0.20, 1.88], [0.14, 0.73, 0.72]],
  "homo_ha": -0.3031,
  "de_lowest_kcal_mol": 43.6
}



no.,largest force on an atom (eV/Å)
1,1.31
2,3.18
3,4.34
4,1.33
5,4.85
6,1.50
7,5.87
8,0.60
9,2.54
10,1.90
11,1.16
12,4.33